The following is a DFT calculation (the ωB97M-V functional and the def2-TZVPD basis) of the ion C4H10NOS2 with charge +1.

XYZ file:
```
18
Properties=species:S:1:pos:R:3:forces:R:3:mulliken_charge:R:1
C -2.8337 1.6240 0.2084 -1.3 -0.1 1.6 -0.77
S -1.9099 0.5299 -0.8303 0.0 0.9 -1.4 -0.11
S -1.4733 -1.0762 0.2619 0.1 -1.4 0.3 -0.02
C 0.2247 -0.9429 0.9149 -1.6 -0.2 1.6 -1.03
C 1.3551 -0.9390 -0.0768 -0.3 -0.8 -0.5 0.36
N 0.9424 -0.3291 -1.4057 0.8 0.7 -0.7 -0.37
C 2.5548 -0.1424 0.4568 -0.4 0.0 0.7 -0.17
O 2.3435 0.8262 1.1296 0.4 -0.1 -0.4 -0.37
H -2.2107 2.1718 0.9157 -0.1 -0.1 -0.1 0.28
H -3.5520 2.2945 -0.2666 0.7 0.1 -0.9 0.35
H -3.5746 0.9852 0.7217 0.6 0.1 0.3 0.31
H 0.2473 -1.8110 1.6039 0.3 -0.2 -0.9 0.41
H 0.1929 -0.2129 1.7164 0.6 1.0 -0.6 0.40
H 1.5828 -1.9843 -0.3172 0.4 0.3 0.0 0.39
H 1.7494 0.0561 -1.9094 0.1 0.1 0.3 0.38
H 0.2782 0.4542 -1.2734 -0.3 0.0 0.1 0.19
H 0.5324 -0.9506 -2.1074 -0.3 -0.4 0.6 0.37
H 3.5508 -0.5535 0.2576 0.3 0.2 -0.1 0.40
```
Forces are in eV/Å.

HOMO level in eV: -13.057
Spin multiplicity: 1
Calculated total energy in Ha: -1084.49326
M in g mol⁻¹: 152.26
Charge: +1
E_LUMO in eV: -4.16
Energy relative to the best compared isomer or geometry (same formula, charge and spin) in kcal/mol: 8.9
SMILES: CSSC[C@@H]([NH3+])C=O

***

The following is a DFT calculation (the ωB97M-V functional and the def2-TZVPD basis) of a cluster of 2 separate species, C4H10NP in total.

XYZ file:
```
16
Properties=species:S:1:pos:R:3:forces:R:3:mulliken_charge:R:1
C -0.3210 -1.0227 -0.3357 2.4 0.6 2.2 -1.21
C -1.6726 0.2277 1.4715 0.4 -2.7 0.5 -1.05
C 0.9021 -0.1409 1.5375 1.7 -1.8 -3.2 -1.13
C -0.4016 -0.3905 0.8350 -0.7 0.0 0.4 1.06
N 1.0410 0.8308 -3.0995 -2.2 -1.0 -0.3 -0.39
P 1.7910 1.7875 -1.9780 -0.2 -0.4 -0.4 -0.12
H 0.6910 -1.3275 -0.6242 -0.5 -0.2 -0.2 0.21
H -1.1142 -1.2885 -0.8999 -2.5 -0.6 -1.9 0.38
H 0.0266 0.9386 -3.3867 1.6 0.6 0.5 0.27
H -1.9448 -0.3721 2.4172 0.8 1.1 -0.9 0.26
H -1.4672 1.2769 1.7131 -0.6 -0.2 -0.2 0.30
H -2.5348 -0.0620 0.8498 0.2 1.1 -0.1 0.32
H 1.6789 -1.0095 1.1834 -1.7 2.2 1.2 0.25
H 1.2289 0.7721 1.0319 0.6 0.2 0.6 0.17
H 0.8812 -0.0506 2.5767 -0.1 0.2 1.6 0.40
H 1.2154 -0.1692 -3.2921 0.7 0.8 0.3 0.27
```
Forces are in eV/Å.

HOMO level (alpha / beta) in eV: -7.231 / -7.237
Spin multiplicity: 1
Calculated total energy in Ha: -554.39307
M in g mol⁻¹: 103.10
E_LUMO (alpha / beta) in eV: -0.31 / -0.31
Energy relative to the best compared isomer or geometry (same formula, charge and spin) in kcal/mol: 57.5

***

The following is a DFT calculation (the ωB97M-V functional and the def2-TZVPD basis) of the ion C4H10NS with charge -1.

XYZ file:
```
16
Properties=species:S:1:pos:R:3:forces:R:3:mulliken_charge:R:1
C 2.4263 0.2569 0.0748 -0.8 0.5 0.8 -1.01
C 1.0968 -0.3246 -0.4666 0.9 0.3 0.3 -0.20
N 0.1080 -0.5262 0.5619 -0.9 -0.5 0.8 -0.45
C -1.2906 -0.7159 0.0534 0.4 0.3 0.3 -0.61
C -2.1086 0.5816 0.0914 -0.2 0.4 0.0 -0.65
S -3.7344 0.3974 -0.7190 0.0 0.0 0.1 -0.68
H 2.1685 0.9161 0.9172 0.2 -0.2 0.0 0.28
H 3.0952 -0.5203 0.4470 0.0 0.1 0.0 0.26
H 2.9633 0.9190 -0.6032 0.0 -0.3 -0.4 0.30
H 1.3860 -1.3284 -0.7938 -0.5 0.2 -0.9 0.19
H 0.7117 0.3517 -1.2457 0.2 -0.5 -0.3 0.35
H 0.0520 0.2403 1.2208 0.3 0.2 -0.1 0.25
H -1.8716 -1.4218 0.6523 0.4 -0.2 0.1 0.25
H -1.2034 -1.1687 -0.9430 -0.3 0.4 0.0 0.33
H -1.5598 1.3925 -0.3986 0.2 -0.1 -0.1 0.18
H -2.2395 0.9502 1.1511 0.2 -0.7 -0.7 0.22
```
Forces are in eV/Å.

HOMO level in eV: -2.270
Spin multiplicity: 1
Calculated total energy in Ha: -611.35339
M in g mol⁻¹: 104.20
Charge: -1
E_LUMO in eV: 3.60
Energy relative to the best compared isomer or geometry (same formula, charge and spin) in kcal/mol: 7.8
SMILES: CCNCC[S-]

***

The following is a DFT calculation (the ωB97M-V functional and the def2-TZVPD basis) of the ion C4H10NS with charge -1.

XYZ file:
```
16
Properties=species:S:1:pos:R:3:forces:R:3:mulliken_charge:R:1
C -0.5932 -1.9115 0.1405 -0.1 0.8 0.0 -0.82
N -1.4293 -0.8308 -0.3969 0.3 -1.3 -0.5 -0.40
C -0.6981 0.3420 -0.8245 -0.7 1.3 0.5 -0.69
C 0.0077 1.1435 0.2882 1.9 -0.5 -0.6 -0.38
C 1.5669 0.9866 0.2080 -0.5 0.5 0.8 -0.76
S 2.4546 2.1423 1.3160 -0.1 0.0 0.0 -0.69
H 0.3523 -1.9122 -0.4048 -0.1 -0.2 0.0 0.29
H -1.1004 -2.8652 0.0180 0.0 -0.2 0.0 0.28
H -0.3542 -1.7555 1.1989 0.1 -0.2 0.0 0.27
H -2.1758 -0.6476 0.2517 0.0 0.5 0.1 0.25
H -1.4267 1.0008 -1.3189 0.1 -0.1 0.0 0.30
H 0.0324 0.0853 -1.5921 0.0 -0.3 0.0 0.41
H -0.2965 0.7599 1.2606 -0.3 0.5 0.2 0.22
H -0.0428 2.2275 0.1654 -0.9 -0.1 0.3 0.31
H 1.8327 1.2563 -0.8165 0.2 -0.5 -0.1 0.24
H 1.8703 -0.0214 0.5065 0.0 -0.1 -0.6 0.18
```
Forces are in eV/Å.

HOMO level in eV: -2.212
Spin multiplicity: 1
Calculated total energy in Ha: -611.34855
M in g mol⁻¹: 104.20
Charge: -1
E_LUMO in eV: 3.73
Energy relative to the best compared isomer or geometry (same formula, charge and spin) in kcal/mol: 10.8
SMILES: CNCCC[S-]

***

The following is a DFT calculation (the ωB97M-V functional and the def2-TZVPD basis) of a cluster of 2 separate species, C4H10NS in total.

XYZ file:
```
16
Properties=species:S:1:pos:R:3:forces:R:3:mulliken_charge:R:1
C -1.7773 0.4229 0.0355 -0.4 0.3 -0.1 -1.69
C -0.7411 0.9040 1.0351 0.7 0.7 -0.3 -1.29
C 0.8012 2.3575 0.0465 0.2 0.1 0.2 -2.56
N -0.2842 2.2658 0.6885 -0.5 -0.2 0.0 0.12
H -1.9062 -0.6566 0.0928 -0.2 0.0 0.1 0.42
H -2.7230 0.9663 0.1559 -0.1 -0.1 0.2 0.50
H -1.4561 0.6107 -0.9869 0.2 0.0 0.0 0.26
H 0.1254 0.2398 0.9900 -0.2 -0.2 0.2 0.11
H -1.1549 0.9666 2.0478 0.0 -0.1 0.0 1.01
H 1.4195 1.5042 -0.2492 -0.1 0.0 0.0 0.59
H 1.1398 3.3628 -0.2263 0.0 0.0 0.0 1.22
C 1.3538 -2.7192 -0.6828 0.0 0.5 -0.1 -1.16
S 0.7633 -1.0837 -1.2647 0.2 -0.3 -0.4 -0.29
H 0.5400 -3.2702 -0.2029 0.1 -0.1 0.0 0.21
H 1.7421 -3.2955 -1.5234 0.0 -0.2 0.1 0.26
H 2.1576 -2.5754 0.0439 0.0 -0.2 0.1 0.29
```
Forces are in eV/Å.

HOMO level (alpha / beta) in eV: 4.483 / 0.578
Spin multiplicity: 2
Calculated total energy in Ha: -611.17124
⟨S²⟩: 0.7507
M in g mol⁻¹: 104.20
Charge: -2
E_LUMO (alpha / beta) in eV: 6.71 / 6.66
Energy relative to the best compared isomer or geometry (same formula, charge and spin) in kcal/mol: 32.6

***

The following is a DFT calculation (the ωB97M-V functional and the def2-TZVPD basis) of a cluster of 2 separate species, C4H10NS in total.

XYZ file:
```
16
Properties=species:S:1:pos:R:3:forces:R:3:mulliken_charge:R:1
C 3.0835 1.6872 -1.7240 -0.3 -0.3 -0.3 -2.15
C 1.9735 0.9738 -1.4609 0.7 0.3 0.2 -1.45
N 1.4809 0.6913 -0.2108 -0.4 -0.1 -0.1 -0.29
C 0.5060 -0.3630 0.0489 0.7 0.6 -0.2 -0.86
H 3.7408 2.0414 -0.9406 0.0 0.0 0.1 1.10
H 3.3420 1.9020 -2.7570 0.0 0.0 0.1 1.65
H 1.3488 0.5947 -2.2604 0.0 0.0 0.0 -0.02
H 1.9606 1.0938 0.5741 0.1 -0.1 0.0 0.30
H -0.2432 -0.0165 0.7519 -0.1 -0.2 0.0 0.30
H -0.0043 -0.6143 -0.8791 -0.1 0.1 0.0 0.17
H 0.9859 -1.2785 0.4124 -0.1 -0.1 0.1 0.18
C -3.7094 -1.3730 1.7862 0.1 -0.1 0.0 -0.76
S -2.6722 -0.8617 0.3802 -0.3 -0.1 0.0 -0.70
H -4.7641 -1.1562 1.5946 -0.1 0.0 0.1 0.18
H -3.6147 -2.4506 1.9649 -0.1 0.0 0.0 0.17
H -3.4142 -0.8705 2.7196 -0.1 0.0 -0.1 0.18
```
Forces are in eV/Å.

HOMO level (alpha / beta) in eV: 3.892 / -0.260
Spin multiplicity: 2
Calculated total energy in Ha: -611.19023
⟨S²⟩: 0.7512
M in g mol⁻¹: 104.20
Charge: -2
E_LUMO (alpha / beta) in eV: 6.18 / 6.18
Energy relative to the best compared isomer or geometry (same formula, charge and spin) in kcal/mol: 20.7

***

The following is a DFT calculation (the ωB97M-V functional and the def2-TZVPD basis) of a cluster of 2 separate species, C4H10NS in total.

XYZ file:
```
16
Properties=species:S:1:pos:R:3:forces:R:3:mulliken_charge:R:1
C -2.4131 0.1881 0.6965 -2.3 0.8 -3.4 -0.56
C -1.2706 0.8806 0.1151 1.4 -1.6 -1.0 0.65
C -0.4756 2.0764 -0.1411 0.7 -0.6 -2.7 -0.95
C -0.4612 -1.5944 0.1575 1.2 -1.8 -1.7 -0.46
N -1.1941 -0.3932 0.0835 -1.4 2.5 0.8 0.10
S 3.2488 -0.6471 -0.3284 -4.4 2.7 -0.6 -0.27
H -2.6751 0.2347 1.6945 0.5 -0.3 2.4 0.31
H -3.3788 0.1904 0.1016 1.4 -0.4 0.3 0.24
H -0.7196 2.5925 -1.1328 -0.1 -1.0 1.1 0.32
H 0.6318 1.9455 -0.1769 -1.0 -0.1 0.5 0.28
H -0.8738 2.7004 0.5718 -0.1 2.2 1.8 0.34
H -0.6275 -2.2317 -0.8414 0.4 1.3 2.4 0.29
H 0.6241 -1.3697 0.3267 -1.0 -0.3 -0.3 0.10
H -0.8898 -2.0595 1.0408 0.3 -0.7 -0.2 0.32
H 4.4511 -0.3944 -0.3480 3.8 0.8 0.0 0.14
H 3.3932 -1.8531 -0.1010 0.5 -3.5 0.7 0.15
```
Forces are in eV/Å.

HOMO level in eV: -12.959
Spin multiplicity: 1
Calculated total energy in Ha: -610.97275
M in g mol⁻¹: 104.20
Charge: +1
E_LUMO in eV: -4.50
Energy relative to the best compared isomer or geometry (same formula, charge and spin) in kcal/mol: 81.9

***

The following is a DFT calculation (the ωB97M-V functional and the def2-TZVPD basis) of the ion C4H10NS with charge +1.

XYZ file:
```
16
Properties=species:S:1:pos:R:3:forces:R:3:mulliken_charge:R:1
C 1.8115 0.1083 -0.1602 -0.4 1.5 2.5 -0.93
C 0.3309 -0.1949 0.2401 0.8 -2.8 0.9 0.00
C 0.1311 -0.2058 1.7879 -3.1 4.5 -2.1 -0.26
N -0.5847 0.8082 2.2717 1.7 -4.0 0.0 -0.20
C -0.5622 0.4208 -0.7767 -1.9 0.4 -1.9 -0.71
S -0.0851 -0.5307 -2.3148 -0.5 -0.4 0.4 -0.20
H 1.8422 1.2649 -0.2891 0.3 -2.1 -0.5 0.29
H 2.2308 -0.5566 -1.0067 -0.5 1.4 2.0 0.41
H 2.1009 0.0523 0.9504 2.0 -0.5 -1.9 0.34
H 0.2390 -1.2988 0.1379 0.0 0.2 -0.2 0.18
H 0.2678 -1.0033 2.4362 1.0 -1.6 0.9 0.50
H -1.1693 0.7412 3.0870 0.3 0.2 0.7 0.30
H -0.8549 1.3933 1.5614 -1.0 2.4 -1.6 0.25
H -1.6868 0.4897 -0.8275 1.1 -0.7 1.1 0.39
H -0.2490 1.4153 -0.9819 0.4 1.0 0.0 0.48
H -0.0756 0.4796 -3.1603 0.0 0.5 -0.3 0.18
```
Forces are in eV/Å.

HOMO level in eV: -12.904
Spin multiplicity: 1
Calculated total energy in Ha: -611.00001
M in g mol⁻¹: 104.20
Charge: +1
E_LUMO in eV: -5.67
Energy relative to the best compared isomer or geometry (same formula, charge and spin) in kcal/mol: 64.8
SMILES: C[C@@H](C=[NH2+])CS

***

The following is a DFT calculation (the ωB97M-V functional and the def2-TZVPD basis) of a structure of composition C4H10NS2.

XYZ file:
```
17
Properties=species:S:1:pos:R:3:forces:R:3:mulliken_charge:R:1
C 1.9059 -0.0117 -1.3180 -4.9 0.2 3.4 -0.67
C 0.4754 1.5254 0.2360 1.3 -0.4 0.2 -0.55
C 0.3055 -0.7618 -0.5268 0.9 2.6 -3.3 -0.39
C -1.5671 0.1499 0.9294 3.8 -3.3 0.3 -0.80
N -0.5558 0.4141 -0.1302 3.0 2.2 -1.5 -0.39
S 1.6068 1.7428 -1.2400 -1.3 -0.1 0.7 -0.03
S -0.7002 -1.6063 -1.7699 0.6 -0.5 0.5 -0.14
H 2.6255 -0.3637 -0.6716 1.8 -0.7 1.2 0.39
H 1.8573 -0.4351 -2.2363 0.3 -0.9 -2.9 0.52
H -0.1967 2.3574 0.3895 0.6 0.7 0.3 0.46
H 1.2286 1.2965 1.1178 -2.3 0.0 -1.4 0.32
H 0.5785 -1.1735 0.3814 0.6 -1.6 1.5 0.51
H -1.0012 -0.1629 1.9130 -1.3 0.0 -2.2 0.30
H -2.1327 0.9291 1.1449 -2.1 4.1 0.8 0.43
H -2.2041 -0.4994 0.3898 -0.8 -1.7 0.6 0.34
H -0.9211 0.8058 -1.0764 0.1 -0.8 1.9 0.50
H 0.3153 -2.3718 -2.1927 -0.2 -0.1 -0.1 0.19
```
Forces are in eV/Å.

HOMO level in eV: -13.387
Spin multiplicity: 1
Calculated total energy in Ha: -1009.18377
M in g mol⁻¹: 136.27
Charge: +1
E_LUMO in eV: -3.33
Energy relative to the best compared isomer or geometry (same formula, charge and spin) in kcal/mol: 51.6

***

The following is a DFT calculation (the ωB97M-V functional and the def2-TZVPD basis) of a cluster of 2 separate species, C4H10NSi in total.

XYZ file:
```
16
Properties=species:S:1:pos:R:3:forces:R:3:mulliken_charge:R:1
C -1.9135 0.0498 -0.0063 -0.3 -0.3 -1.1 0.54
C -3.1766 0.6478 -0.1103 -2.4 1.2 -0.1 -0.95
C 1.3831 1.6797 0.4624 -2.8 -2.3 0.5 -0.91
C 1.9844 -1.5637 0.2279 2.1 1.2 -1.3 -0.84
N -0.8570 -0.3759 -0.0075 1.5 0.2 0.9 0.18
Si 0.9727 -0.1025 -0.2134 -0.5 -0.5 -2.5 0.13
H -3.9900 0.3085 -0.7887 1.2 -0.7 0.0 0.35
H -3.6241 0.5535 0.8658 -0.3 0.4 0.6 0.31
H -3.1020 1.7124 -0.3933 0.4 -0.3 0.4 0.30
H 1.6404 2.2701 -0.3438 0.6 1.4 -1.7 0.36
H 0.3842 2.0388 0.8389 1.2 -0.1 0.0 0.26
H 2.1580 1.6876 1.2039 0.2 -0.2 0.5 0.33
H 1.9420 -2.2823 -0.5930 -0.5 -0.3 0.6 0.31
H 3.0854 -1.2445 0.1932 -1.4 -0.1 0.1 0.30
H 1.8195 -1.8783 1.2210 -0.3 -0.9 1.0 0.37
H 0.2037 -0.9552 -2.3609 1.2 1.4 2.2 -0.04
```
Forces are in eV/Å.

HOMO level (alpha / beta) in eV: -12.831 / -12.830
Spin multiplicity: 1
Calculated total energy in Ha: -502.28671
M in g mol⁻¹: 100.22
Charge: +1
E_LUMO (alpha / beta) in eV: -4.63 / -4.63
Energy relative to the best compared isomer or geometry (same formula, charge and spin) in kcal/mol: 72.9

***

The following is a DFT calculation (the ωB97M-V functional and the def2-TZVPD basis) of a cluster of 2 separate species, C4H10O in total.

XYZ file:
```
15
Properties=species:S:1:pos:R:3:forces:R:3:mulliken_charge:R:1
C 0.6847 -0.4268 -1.4860 2.0 0.6 1.4 -1.12
C -0.5447 -0.5832 -0.6838 -1.5 0.6 2.3 -0.45
C -0.4464 -0.6407 0.9907 0.9 1.9 -2.9 -0.46
C 0.5317 0.5783 1.3652 -2.1 -0.3 -0.1 -0.95
O -1.3089 2.2193 -0.3232 -0.1 0.1 -0.1 -1.00
H 0.4912 -0.4846 -2.5260 -0.2 -0.1 -1.1 0.41
H 1.0816 0.5911 -1.2718 0.0 -0.7 -0.3 0.23
H 1.4540 -1.1580 -1.2084 0.1 0.0 -0.2 0.26
H -1.1601 -1.3921 -1.1141 -0.1 0.2 0.5 0.38
H -1.0185 0.4315 -0.7871 -0.4 -1.0 -0.1 0.20
H -0.2192 -1.6064 1.4104 0.2 -0.5 0.1 0.41
H 1.6346 0.5491 1.2224 -0.8 -0.5 -0.2 0.23
H 0.3085 0.8474 2.3995 0.3 0.0 0.2 0.34
H -0.0174 1.3729 0.7620 1.1 -0.1 0.4 0.30
H -1.4711 -0.2978 1.2502 0.7 -0.4 0.3 0.22
```
Forces are in eV/Å.

HOMO level (alpha / beta) in eV: -3.142 / -2.302
Spin multiplicity: 2
Calculated total energy in Ha: -233.51433
⟨S²⟩: 0.7562
M in g mol⁻¹: 74.12
Charge: -1
E_LUMO (alpha / beta) in eV: 4.38 / 4.39
Energy relative to the best compared isomer or geometry (same formula, charge and spin) in kcal/mol: 41.0

***

The following is a DFT calculation (the ωB97M-V functional and the def2-TZVPD basis) of the molecule C4H10O.

XYZ file:
```
15
Properties=species:S:1:pos:R:3:forces:R:3:mulliken_charge:R:1
C -2.2195 0.0499 -0.1638 0.0 -0.1 0.0 -1.21
C -0.8351 0.6557 0.1084 0.3 0.0 -0.2 -0.24
C 0.2632 -0.4127 0.1612 0.2 -0.4 -1.0 -0.84
C 2.0095 0.2292 -0.0624 -2.9 -1.2 -0.3 -0.56
O 2.8662 -0.8101 -0.3755 0.0 -0.2 0.4 -0.46
H -2.2185 -0.5023 -1.1100 0.0 0.1 0.1 0.32
H -2.5125 -0.6502 0.6277 0.1 0.1 -0.1 0.31
H -2.9956 0.8224 -0.2289 0.2 -0.1 0.0 0.35
H -0.5959 1.3737 -0.6847 -0.1 0.0 0.0 0.30
H -0.8833 1.2405 1.0417 0.2 -0.2 -0.2 0.31
H 0.2948 -1.0522 -0.6997 -0.6 -0.5 -0.4 0.42
H 0.1366 -1.0383 1.0723 0.5 0.3 -0.5 0.35
H 1.8392 0.8381 -0.9397 0.0 0.5 0.5 0.28
H 1.4663 0.3297 0.8620 2.2 1.5 1.5 0.39
H 3.3848 -1.0735 0.3913 -0.1 0.1 0.0 0.29
```
Forces are in eV/Å.

HOMO level in eV: -8.172
Spin multiplicity: 1
Calculated total energy in Ha: -233.52676
M in g mol⁻¹: 74.12
E_LUMO in eV: 1.04
Energy relative to the best compared isomer or geometry (same formula, charge and spin) in kcal/mol: 74.2
SMILES: CCCCO